196
Properties=species:S:1:pos:R:3:lowdin_charge:R:1 method="wB97M-V/def2-TZVPD" spin_multiplicity=1 total_charge=0 homo_lumo_gap_ev=6.73 e_tot_ev=-115867.4409 lumo_energy_ev=-0.1 e_above_lowest_kj_mol=41.0
Hg -1.014 3.392 3.303 1.248
Hg -1.654 -3.092 -0.646 1.217
O 0.585 -7.950 1.920 -0.172
O -0.133 -2.068 0.789 -0.110
O 3.615 6.176 -2.485 -0.181
O 0.564 3.194 -0.553 -0.069
O -3.336 -2.614 3.828 -0.047
O 2.294 4.129 6.868 -0.186
O -2.414 2.341 1.745 -0.120
O 0.917 2.268 2.313 -0.179
O -3.374 -2.055 0.847 -0.113
O 0.976 -1.841 6.518 -0.187
O -0.060 -1.393 -8.250 -0.167
O 4.639 1.224 -0.910 -0.195
O -0.780 -1.119 -1.597 -0.096
O -2.143 1.809 4.402 -0.101
O -3.337 -4.854 -1.471 -0.285
O 1.591 5.052 3.195 -0.273
O -1.207 -5.214 -4.754 -0.247
O -6.234 2.264 -2.202 -0.199
N 4.748 -0.885 -2.657 0.050
N 0.000 4.076 5.210 -0.012
N -2.833 -2.455 -2.710 0.015
N -1.165 -4.752 1.026 0.031
N -0.638 -4.628 -2.051 0.022
N -0.949 5.067 1.571 0.014
N -2.884 3.232 -1.087 0.029
N -2.276 -2.643 -5.491 0.053
N -0.250 -3.256 3.365 0.072
N 6.607 6.471 -1.528 0.043
C -4.187 -2.770 -2.291 -0.398
C -1.309 -6.008 -5.887 -0.101
C -2.996 0.026 1.279 -0.003
C 4.178 6.719 -1.299 -0.202
C -3.071 -1.499 3.229 -0.337
C 3.182 4.934 7.687 -0.041
C 1.002 -2.899 7.545 -0.067
C 3.536 1.114 -1.741 -0.208
C -0.302 -6.874 2.064 -0.185
C 3.980 0.322 -2.996 -0.439
C 0.420 0.168 1.610 0.015
C -0.103 1.147 -1.167 -0.011
C -6.500 3.161 -3.360 -0.075
C 4.376 1.837 0.350 -0.064
C -2.740 1.178 2.174 -0.223
C 3.230 4.823 -2.293 -0.108
C -0.878 -2.232 -7.465 -0.199
C 1.068 3.995 7.384 -0.277
C 1.476 5.755 1.920 -0.134
C 0.189 3.240 6.383 -0.330
C -0.289 -0.289 -0.848 -0.333
C 5.765 6.848 0.579 -0.068
C 2.834 -0.069 -3.865 -0.078
C 2.033 -2.550 3.989 -0.023
C -0.154 -5.784 0.959 -0.430
C -2.539 0.893 3.715 -0.361
C -4.294 -4.317 -2.410 -0.145
C 0.866 1.869 5.926 -0.015
C 0.099 -2.036 5.475 -0.257
C 0.376 1.982 -0.161 -0.359
C -3.467 -6.239 -1.334 -0.102
C -3.192 -1.175 1.771 -0.373
C -5.218 2.757 -1.316 -0.187
C -0.441 -0.959 -5.250 -0.020
C -0.620 7.005 2.840 -0.055
C -5.052 -2.137 -3.337 -0.055
C 1.507 -3.645 -2.562 -0.046
C -0.777 -0.283 -8.760 -0.105
C -0.010 6.176 1.687 -0.379
C -1.492 -1.632 -6.180 -0.401
C 0.664 1.463 1.265 -0.306
C 0.669 -3.054 4.533 -0.372
C 2.961 4.776 3.502 -0.070
C 1.210 -5.155 0.962 -0.047
C 0.021 -0.821 0.582 -0.239
C 0.529 -8.882 2.944 -0.135
C 0.107 -4.796 -4.433 -0.166
C -2.814 -0.474 4.146 0.009
C 5.513 6.103 -0.739 -0.461
C -3.888 2.899 -2.078 -0.404
C -3.356 1.527 -2.509 -0.061
C 0.126 -3.923 -3.136 -0.368
H -2.806 -0.628 5.214 0.108
H 4.688 0.829 -3.652 0.136
H -0.835 -0.662 -4.278 0.067
H 2.155 -3.189 -3.310 0.076
H 0.057 -1.069 4.974 0.109
H 1.453 -4.853 1.981 0.065
H -3.976 -4.673 -3.390 0.129
H 1.389 -2.987 -1.701 0.070
H -2.997 -2.974 -6.116 0.098
H -5.507 3.702 -0.856 0.120
H 0.606 4.964 7.572 0.124
H 3.363 6.804 -0.580 0.104
H 1.901 -5.968 0.738 0.086
H 2.401 -3.282 3.270 0.066
H 1.385 -4.303 0.306 0.065
H 0.617 -4.259 -5.233 0.122
H 5.359 1.822 0.821 0.095
H 3.165 2.079 -2.086 0.107
H -1.225 -3.175 3.615 0.052
H 6.525 7.461 -1.346 0.064
H 1.592 -3.788 7.319 0.074
H -1.388 -5.098 -2.536 0.053
H -1.621 -3.388 -5.297 0.037
H -0.062 -5.421 -1.806 0.080
H 1.418 -2.478 8.460 0.079
H 2.969 4.701 8.730 0.083
H 3.275 4.199 2.632 0.083
H 0.346 1.235 5.208 0.050
H -5.219 -1.125 -2.967 0.079
H -0.545 4.527 0.819 0.048
H -2.861 2.546 -0.346 0.023
H 2.082 -4.510 -2.229 0.087
H -2.577 -2.714 -3.652 0.026
H 3.588 5.668 3.502 0.082
H -1.077 0.316 -7.900 0.079
H -0.254 -6.343 0.028 0.113
H -0.314 4.946 5.617 0.090
H -1.969 -5.304 1.288 0.084
H 5.004 6.711 1.348 0.062
H -0.509 6.460 3.777 0.048
H -1.652 -2.636 -8.117 0.123
H -1.611 -0.476 -9.436 0.090
H 2.980 5.996 7.548 0.091
H -0.391 -2.979 -3.305 0.084
H 2.637 0.705 -1.279 0.113
H 2.717 4.660 -1.345 0.065
H 0.028 -2.497 2.759 0.034
H 3.940 2.829 0.228 0.074
H -0.322 -3.100 -7.109 0.107
H -1.270 -7.373 2.122 0.123
H 1.368 -9.569 2.837 0.090
H -5.341 -4.567 -2.238 0.128
H -1.760 5.443 1.101 0.098
H 6.632 6.373 1.038 0.082
H -0.904 -2.244 5.848 0.128
H -0.918 -7.013 -5.726 0.095
H 1.221 1.286 6.776 0.078
H -5.752 3.052 -4.145 0.073
H -0.398 -9.452 3.003 0.087
H 2.561 4.543 -3.106 0.096
H -0.107 6.726 0.751 0.144
H -6.036 -2.602 -3.276 0.080
H -1.666 7.299 2.752 0.082
H 1.096 3.561 8.383 0.131
H 5.290 -0.528 -1.883 0.056
H -2.233 -0.853 -6.356 0.129
H -2.779 -1.457 -2.855 0.070
H -4.082 0.933 -3.064 0.056
H -4.678 -2.259 -4.353 0.076
H 0.786 -3.983 5.090 0.125
H 5.440 5.032 -0.551 0.130
H -0.823 -4.350 1.886 0.027
H 2.757 -2.302 4.765 0.080
H 0.087 -0.189 -5.813 0.082
H 2.255 0.819 -4.119 0.083
H -0.163 -6.415 3.042 0.126
H -2.953 0.957 -1.672 0.059
H 1.842 5.164 1.080 0.110
H 0.033 7.875 2.901 0.078
H 4.238 4.698 7.556 0.092
H -0.856 3.171 6.686 0.142
H 0.679 -8.507 3.957 0.086
H -0.133 0.346 -9.374 0.090
H -2.630 1.668 -3.310 0.079
H -1.962 3.168 -1.493 0.052
H 3.277 -0.433 -4.792 0.086
H -7.495 2.889 -3.711 0.080
H 1.828 1.950 5.419 0.075
H 3.066 4.229 4.440 0.081
H -3.065 -6.512 -0.358 0.081
H -2.901 -6.809 -2.071 0.090
H 2.218 -0.824 -3.377 0.059
H -3.907 3.757 -2.750 0.133
H -2.354 -6.222 -6.111 0.095
H 4.043 -1.395 -2.144 0.054
H 2.062 6.671 1.993 0.117
H -0.853 -5.456 -6.709 0.088
H 4.263 7.791 -1.475 0.125
H -6.519 4.232 -3.158 0.080
H 1.896 -1.616 3.445 0.061
H 3.663 1.218 0.894 0.085
H 0.029 -3.303 7.827 0.084
H 0.305 -1.702 -4.968 0.060
H -4.454 -2.420 -1.294 0.131
H -2.903 0.301 0.239 0.096
H 6.332 6.244 -2.473 0.084
H 0.944 4.311 4.939 0.048
H -0.174 1.532 -2.174 0.108
H -4.523 -6.508 -1.332 0.096
H 6.019 7.889 0.376 0.081
H 0.644 -5.721 -4.219 0.132
H 0.661 -0.148 2.614 0.092
H 4.124 4.199 -2.262 0.076
H -5.065 2.031 -0.517 0.124